Formula: C4H8O2
Source: the Open Molecules 2025 dataset
Level of theory: the ωB97M-V functional and the def2-TZVPD basis

Each line ends with the natural charge from an NBO analysis.
Atoms and positions in Å:
C: 2.020 -0.290 -0.571  -0.25
O: 1.063 -0.127 0.473  -0.50
C: 0.020 0.648 0.160  0.05
C: -1.485 -0.764 -0.423  -0.68
C: -0.689 1.262 1.266  0.31
O: -1.887 1.453 1.394  -0.57
H: 2.923 -0.693 -0.107  0.20
H: 1.644 -1.005 -1.314  0.18
H: 2.228 0.668 -1.057  0.19
H: -0.748 0.205 -0.747  0.24
H: -1.847 -0.927 -1.443  0.23
H: -0.914 -1.614 -0.053  0.22
H: -2.276 -0.433 0.246  0.26
H: 0.045 1.693 1.979  0.13

HOMO energy	-8.389	eV
HOMO-LUMO gap	8.794	eV
E_LUMO	0.0149	Eh
multiplicity	1
charge	0